[1]
ORCA calculation (ωB97M-V/def2-TZVPD) on a structure of composition C60H149N11O2 at a distorted geometry.

Values from the calculation:
HOMO-LUMO gap, eV: 6.54
HOMO energy, hartree: -0.227
LUMO energy, eV: 0.36
ΔE to the lowest compared entry with this formula, charge and spin, kJ/mol: 8117.76
E_tot, Ha: -3124.84435

```
222
C60H149N11O2 (ωB97M-V/def2-TZVPD)
C 6.545 -3.050 1.020
C 6.561 -1.637 0.461
N 5.506 -1.363 -0.558
C 4.177 -1.315 -0.026
C 3.867 -0.221 0.949
C 5.831 -0.281 -1.479
C 6.960 -0.620 -2.360
H 5.599 -3.271 1.514
H 7.410 -3.195 1.668
H 6.741 -3.746 0.204
H 6.377 -1.045 1.357
H 7.557 -1.419 0.075
H 3.478 -1.139 -0.843
H 3.766 -2.221 0.420
H 2.801 -0.183 1.175
H 4.321 -0.387 1.926
H 4.275 0.656 0.447
H 5.896 0.713 -1.037
H 4.983 -0.297 -2.164
H 7.906 -0.423 -1.855
H 6.927 0.052 -3.217
H 7.025 -1.632 -2.759
C 0.188 3.365 -1.206
C 0.475 2.837 -2.630
N -0.628 1.959 -3.171
C -1.009 0.813 -2.330
C 0.175 -0.101 -2.111
C -1.759 2.701 -3.627
C -1.379 3.387 -4.959
H -0.683 4.017 -1.259
H 1.042 3.864 -0.748
H -0.175 2.626 -0.492
H 0.827 3.628 -3.291
H 1.314 2.142 -2.608
H -1.471 1.106 -1.387
H -1.779 0.252 -2.860
H -0.104 -0.969 -1.515
H 0.574 -0.440 -3.068
H 0.937 0.404 -1.518
H -2.023 3.461 -2.892
H -2.657 2.141 -3.886
H -0.383 3.820 -5.045
H -2.024 4.260 -5.057
H -1.515 2.726 -5.815
C -1.641 -5.169 1.373
C -2.726 -5.323 0.336
N -3.346 -4.074 -0.054
C -4.667 -4.375 -0.682
C -5.732 -5.109 0.243
C -2.516 -3.328 -0.973
C -3.024 -1.893 -1.288
H -1.723 -4.218 1.899
H -0.628 -5.069 0.984
H -1.759 -5.873 2.197
H -2.239 -5.865 -0.475
H -3.432 -6.063 0.713
H -5.104 -3.478 -1.122
H -4.478 -5.028 -1.534
H -6.730 -4.671 0.221
H -5.769 -6.154 -0.065
H -5.539 -5.017 1.312
H -2.375 -3.878 -1.904
H -1.494 -3.300 -0.594
H -2.215 -1.348 -1.774
H -3.425 -1.341 -0.438
H -3.725 -2.038 -2.110
C -0.214 -5.934 -0.978
C -0.473 -4.612 -1.706
N 0.867 -4.027 -2.001
C 0.743 -2.528 -2.051
C 2.038 -1.664 -1.966
C 1.622 -4.610 -3.128
C 1.014 -4.329 -4.519
H -1.200 -6.378 -0.839
H 0.288 -5.942 -0.011
H 0.338 -6.598 -1.644
H -1.019 -4.768 -2.636
H -1.024 -4.020 -0.976
H 0.097 -2.253 -1.217
H 0.143 -2.166 -2.885
H 1.744 -0.642 -2.205
H 2.724 -2.036 -2.727
H 2.649 -1.680 -1.063
H 2.639 -4.232 -3.024
H 1.718 -5.680 -2.944
H -0.070 -4.390 -4.618
H 1.327 -3.306 -4.727
H 1.510 -4.960 -5.256
C -0.877 4.352 4.755
C -1.823 3.794 3.770
N -1.354 3.430 2.415
C -0.282 2.405 2.436
C 0.698 2.771 1.330
C -2.436 2.924 1.559
C -3.626 3.907 1.376
H -0.245 5.173 4.416
H -0.266 3.490 5.025
H -1.333 4.727 5.672
H -2.407 2.973 4.187
H -2.503 4.639 3.664
H 0.370 2.341 3.307
H -0.782 1.444 2.313
H 1.446 2.000 1.143
H 0.176 2.835 0.376
H 1.240 3.687 1.565
H -2.867 2.039 2.026
H -2.068 2.629 0.577
H -3.173 4.857 1.092
H -4.097 4.131 2.334
H -4.424 3.576 0.711
C -5.885 -1.676 0.514
C -5.622 -0.686 1.662
N -5.346 0.699 1.224
C -4.078 0.838 0.487
C -2.863 0.217 1.214
C -6.494 1.362 0.616
C -6.379 2.885 0.817
H -6.245 -2.636 0.885
H -5.022 -1.865 -0.124
H -6.743 -1.360 -0.079
H -6.479 -0.718 2.334
H -4.770 -1.071 2.222
H -4.089 0.538 -0.560
H -3.878 1.909 0.490
H -1.866 0.451 0.841
H -2.899 0.480 2.272
H -2.901 -0.864 1.084
H -7.346 0.960 1.166
H -6.716 1.025 -0.396
H -5.865 3.253 -0.070
H -5.660 3.086 1.612
H -7.333 3.411 0.802
C 2.498 2.957 -4.912
C 3.737 2.457 -4.141
N 3.736 0.958 -4.062
C 2.645 0.403 -3.172
C 2.841 0.768 -1.642
C 3.883 0.250 -5.366
C 5.053 0.773 -6.242
H 2.665 4.029 -5.015
H 1.597 2.811 -4.317
H 2.451 2.493 -5.897
H 4.686 2.747 -4.593
H 3.761 2.922 -3.156
H 1.625 0.636 -3.477
H 2.680 -0.672 -3.346
H 3.907 0.778 -1.415
H 2.511 1.780 -1.404
H 2.253 0.086 -1.028
H 2.945 0.225 -5.920
H 4.143 -0.770 -5.084
H 4.857 1.722 -6.742
H 5.128 -0.026 -6.979
H 5.967 0.818 -5.650
C -2.457 -0.235 3.145
C -0.993 -0.710 3.285
N -0.118 0.254 3.958
C -0.553 0.340 5.346
C 0.179 1.444 6.131
C 1.325 -0.005 3.868
C 1.847 0.363 2.479
H -2.587 0.798 2.825
H -2.986 -0.317 4.095
H -2.981 -0.898 2.456
H -1.048 -1.692 3.755
H -0.649 -0.849 2.261
H -0.571 -0.581 5.928
H -1.563 0.749 5.316
H -0.443 1.737 6.977
H 0.199 2.337 5.508
H 1.199 1.206 6.432
H 1.856 0.733 4.469
H 1.486 -1.044 4.158
H 1.259 1.146 2.001
H 2.843 0.798 2.570
H 2.094 -0.492 1.850
C 2.700 5.395 -0.861
C 2.257 4.403 0.202
N 3.378 3.540 0.691
C 2.917 2.303 1.318
C 2.277 1.352 0.196
C 4.391 4.295 1.443
C 5.786 3.601 1.508
H 3.368 6.178 -0.504
H 1.908 5.851 -1.455
H 3.315 4.770 -1.508
H 1.724 4.958 0.974
H 1.483 3.800 -0.273
H 3.756 1.734 1.718
H 2.158 2.502 2.075
H 1.382 1.711 -0.311
H 2.997 1.272 -0.618
H 2.041 0.356 0.572
H 3.958 4.454 2.431
H 4.609 5.262 0.990
H 5.711 2.523 1.648
H 6.335 4.084 2.317
H 6.380 3.753 0.607
C 0.950 -1.205 -0.047
O 1.971 -0.547 -0.328
N -0.157 -0.648 0.407
C -1.387 -1.423 0.702
C -0.356 0.819 0.510
H 0.951 -2.305 -0.098
H -2.167 -0.964 0.096
H -1.697 -1.167 1.715
H -1.270 -2.500 0.576
H 0.470 1.357 0.045
H -1.269 1.062 -0.034
H -0.425 1.083 1.565
C -3.350 -2.782 1.867
O -2.318 -2.114 1.875
N -4.378 -2.621 2.763
C -5.539 -3.547 2.820
C -4.353 -1.611 3.848
H -3.614 -3.500 1.075
H -5.676 -4.080 1.879
H -6.447 -3.010 3.092
H -5.344 -4.349 3.532
H -5.206 -0.969 3.628
H -4.253 -2.143 4.794
H -3.396 -1.126 3.656
```

=====

[2]
ORCA calculation (ωB97M-V/def2-TZVPD) on a cluster of 7 separate species, C28H53IN2O19P in total at a distorted geometry.

Values from the calculation:
HOMO-LUMO gap, eV: 6.68
HOMO energy, hartree: -0.440
LUMO energy, eV: -5.28
E_tot, Ha: -3276.56435
Net charge: +1

```
104
C28H53IN2O19P (ωB97M-V/def2-TZVPD)
O 7.369 0.396 -1.804
P 6.493 1.609 -2.632
I 7.177 3.718 -1.597
C 4.646 1.329 -2.286
C 4.167 0.067 -1.475
C 2.642 0.053 -1.267
C 1.730 1.202 -1.813
N 2.314 2.243 -2.543
N 3.623 2.225 -2.700
H 7.895 -0.129 -2.446
H 4.876 -0.727 -1.083
H 2.150 -0.795 -0.677
H 0.610 1.181 -1.615
H 3.990 3.037 -3.240
C 6.794 -6.672 1.250
C 7.614 -5.961 0.191
O 7.080 -4.658 -0.088
C 7.368 -3.712 0.817
O 8.029 -3.857 1.814
O 6.766 -2.570 0.433
C 6.909 -1.499 1.365
H 5.738 -6.694 0.968
H 7.147 -7.695 1.389
H 6.854 -6.155 2.211
H 7.566 -6.524 -0.744
H 8.668 -5.895 0.473
H 7.958 -1.326 1.616
H 6.329 -1.710 2.266
H 6.513 -0.595 0.901
C -5.634 0.137 -1.063
C -4.766 -0.984 -1.599
O -3.373 -0.675 -1.445
C -2.876 -0.840 -0.208
O -3.487 -1.225 0.758
O -1.582 -0.473 -0.224
C -0.958 -0.506 1.059
H -5.356 1.091 -1.518
H -6.689 -0.059 -1.265
H -5.509 0.252 0.016
H -4.945 -1.100 -2.671
H -5.005 -1.941 -1.128
H -1.085 -1.479 1.538
H -1.360 0.289 1.691
H 0.109 -0.326 0.915
C -0.703 6.865 2.539
C -1.138 5.703 3.414
O -2.308 5.066 2.882
C -2.099 4.246 1.843
O -1.031 3.997 1.334
O -3.289 3.767 1.443
C -3.218 2.955 0.274
H -1.532 7.559 2.382
H 0.129 7.403 2.997
H -0.387 6.520 1.552
H -1.408 6.077 4.404
H -0.331 4.978 3.552
H -2.487 2.153 0.390
H -2.976 3.575 -0.593
H -4.199 2.507 0.115
C -6.068 11.168 0.476
C -6.328 11.003 1.962
O -6.437 9.619 2.316
C -5.277 8.954 2.412
O -4.174 9.416 2.239
O -5.552 7.673 2.708
C -4.401 6.830 2.741
H -6.825 10.637 -0.107
H -6.079 12.224 0.197
H -5.099 10.750 0.195
H -7.283 11.468 2.217
H -5.559 11.497 2.563
H -3.633 7.234 3.402
H -4.009 6.699 1.730
H -4.707 5.857 3.122
C -2.624 -4.363 -0.399
C -2.888 -4.525 1.087
O -2.987 -5.909 1.439
C -1.818 -6.559 1.540
O -0.721 -6.077 1.377
O -2.076 -7.844 1.828
C -0.916 -8.673 1.866
H -3.375 -4.902 -0.982
H -2.642 -3.310 -0.682
H -1.651 -4.776 -0.676
H -3.847 -4.067 1.337
H -2.126 -4.024 1.691
H -0.157 -8.265 2.535
H -0.515 -8.796 0.857
H -1.216 -9.652 2.241
C 1.024 -4.677 -5.874
C 1.278 -3.359 -5.167
O 0.895 -3.431 -3.787
C 1.758 -4.068 -2.980
O 2.809 -4.562 -3.311
O 1.238 -4.084 -1.741
C 2.014 -4.823 -0.796
H -0.012 -4.993 -5.735
H 1.229 -4.587 -6.943
H 1.656 -5.471 -5.469
H 0.663 -2.579 -5.622
H 2.321 -3.044 -5.263
H 3.052 -4.484 -0.783
H 1.959 -5.889 -1.023
H 1.585 -4.657 0.193
```